The ion C2H7N4O with charge +1, computed with the ωB97M-V functional and the def2-TZVPD basis.

XYZ file:
```
14
Properties=species:S:1:pos:R:3:forces:R:3
N -1.2250 0.9636 -1.5115 0.33 1.78 0.60
N -0.7481 0.1437 -0.4830 0.78 -0.94 2.01
C 0.5886 -0.3901 -0.7464 0.77 2.16 -0.35
N 1.0417 -0.9895 0.5766 0.44 -1.51 -1.14
N 0.2997 -0.3231 1.5330 -1.08 0.93 0.02
C -0.7443 0.5017 0.9272 0.62 -0.15 -1.54
O -1.3888 1.3472 1.4362 -0.07 -0.31 0.52
H -2.2212 0.8154 -1.7640 1.06 0.01 0.75
H -1.0065 1.9821 -1.2851 -0.74 -1.71 -0.51
H 0.5314 -1.1800 -1.4901 0.54 0.31 -0.22
H 1.3275 0.4994 -0.8967 -1.09 -1.75 -0.47
H 0.8758 -2.0102 0.5018 -0.46 0.28 0.52
H 2.0742 -0.9379 0.7052 -0.68 0.57 -0.10
H 0.5949 -0.4223 2.4968 -0.43 0.33 -0.11
```
Positions in Å, forces in eV/Å.

Values from the calculation:
LUMO level   -4.03 eV
Multiplicity   1
Charge   +1
F_max   2.356 eV Å⁻¹
Energy above the lowest of the compared OMol25 structures with the same formula, charge and spin   296.2 kJ/mol
Electronic energy   -10186.223 eV

=====

A structure of composition C7H19AlBrLiNO3P, computed with the ωB97M-V functional and the def2-TZVPD basis.

XYZ file:
```
34
Properties=species:S:1:pos:R:3:forces:R:3
C -0.1431 2.2799 2.0593 0.20 0.02 0.38
C 1.1337 2.6796 1.3336 -0.62 0.87 -0.10
Br 2.4912 1.2403 1.4689 0.34 -0.28 0.09
C 0.8976 3.1294 -0.0872 -0.05 -0.76 0.01
Al 0.0168 1.8332 -1.3937 0.44 0.32 -0.57
C 0.3782 -0.1018 -0.9648 -0.33 0.43 -0.41
O -0.0125 -0.9733 -2.0562 0.25 0.31 0.00
C -0.4725 -2.1973 -1.6749 0.01 0.17 -0.01
O 0.3307 -2.6949 -0.6003 -0.20 -0.40 -0.35
C -0.3210 -3.0143 0.6047 0.10 -0.01 -0.22
C 0.8300 -3.1461 1.5484 -0.22 -0.15 0.60
O 1.8308 -3.9681 0.9155 1.58 0.41 1.12
P -2.3631 2.0778 -1.4877 -0.02 -0.84 -0.62
N -3.0278 0.9941 -2.4753 0.24 -0.11 0.32
H -0.1918 1.2191 2.2672 -0.17 -0.25 -0.17
H -1.0116 2.5980 1.4955 -0.18 -0.10 -0.23
H -0.1899 2.7824 3.0206 0.00 0.03 0.23
H 1.6002 3.4783 1.8970 0.44 -0.09 0.20
H 0.2231 3.9820 0.0097 -0.14 0.20 -0.02
H 1.8227 3.5171 -0.5055 0.16 0.05 -0.15
H 0.5629 2.1673 -2.8713 -0.05 0.03 0.04
H -0.0970 -0.3921 -0.0281 -0.08 -0.15 0.17
H 1.4530 -0.2152 -0.8440 0.33 -0.11 0.25
H -1.5247 -2.1789 -1.3733 -0.11 0.09 0.33
H -0.3692 -2.8701 -2.5210 0.04 -0.14 -0.16
H -0.9843 -2.2268 0.9579 -0.17 0.19 -0.10
H -0.8884 -3.9406 0.5159 -0.04 -0.17 -0.01
H 0.5669 -3.6076 2.4905 -0.03 -0.23 0.11
H 1.2172 -2.1511 1.7636 0.19 0.21 0.00
H 2.0076 -3.4617 0.1291 -1.31 -0.44 -1.59
H -2.8881 1.9675 -0.1674 -0.09 0.48 0.07
H -2.7413 3.3887 -1.8951 -0.08 0.23 0.51
H -3.7019 0.4180 -1.9887 -0.24 0.04 -0.12
Li 3.5656 -2.6129 0.4571 -0.16 0.15 0.44
```
Positions in Å, forces in eV/Å.

Values from the calculation:
LUMO level   -2.52 eV
Multiplicity   1
Charge   0
F_max   2.111 eV Å⁻¹
Electronic energy   -101328.708 eV

=====

A structure of composition C33H32AsN7O6S2Tl, computed with the ωB97M-V functional and the def2-TZVPD basis.

XYZ file:
```
82
Properties=species:S:1:pos:R:3:forces:R:3
Tl -0.1841 0.1239 0.1920 -0.24 0.00 -0.57
C -3.1404 -1.7398 2.0976 0.08 -0.07 -0.27
N -2.2208 -2.2753 1.1029 0.14 0.17 -0.08
C -2.9109 -2.8475 -0.0293 -0.11 0.00 -0.09
C -3.4527 -0.9057 -1.5075 -0.16 0.14 0.18
C -3.7987 -0.6225 -2.8334 -0.01 -0.03 -0.24
C -4.2136 0.6518 -3.1432 0.06 -0.14 0.06
C -4.2686 1.6173 -2.1399 0.00 0.10 0.07
C -3.9307 1.2325 -0.8623 -0.06 -0.01 -0.01
N -3.5528 -0.0094 -0.5454 0.22 -0.45 0.36
C -1.2620 -3.1984 1.7213 -0.06 0.03 -0.28
C -0.0108 -3.4463 0.9114 0.03 -0.02 0.05
C 0.1919 -4.6354 0.2290 0.05 -0.02 0.06
C 1.3920 -4.8303 -0.4383 0.02 0.07 0.08
C 2.3553 -3.8389 -0.3810 -0.05 -0.17 -0.04
C 2.0695 -2.6837 0.3289 -0.03 0.03 -0.06
N 0.9152 -2.4842 0.9537 -0.12 -0.20 0.22
C -2.4967 -0.9697 3.2183 0.05 0.10 0.15
C -3.0211 -1.0722 4.5043 -0.01 0.02 0.03
C -2.4974 -0.2836 5.5154 0.05 0.06 -0.10
C -1.4618 0.5860 5.2094 -0.11 -0.12 0.12
C -0.9839 0.6032 3.9079 0.07 0.06 -0.02
N -1.4805 -0.1531 2.9321 -0.22 -0.19 0.14
H -3.7643 -2.5428 2.5307 0.00 0.07 0.01
H -3.7844 -1.0429 1.5660 -0.18 0.05 -0.05
H -3.9432 -3.1205 0.2469 0.06 0.07 0.00
H -2.3724 -3.7429 -0.3366 -0.07 0.00 0.02
H -3.7067 -1.3991 -3.5796 0.07 -0.01 0.00
H -4.4871 0.9061 -4.1591 0.05 -0.03 -0.03
H -4.5578 2.6370 -2.3526 0.00 0.00 0.02
H -3.9501 1.9303 -0.0311 -0.03 0.05 -0.07
H -1.7409 -4.1651 1.9576 0.03 0.04 0.05
H -0.9447 -2.7314 2.6530 -0.01 -0.12 0.05
H -0.5731 -5.4023 0.2328 -0.02 0.02 -0.03
H 1.5710 -5.7466 -0.9856 0.00 0.02 -0.04
H 3.3070 -3.9556 -0.8794 0.00 0.06 -0.04
H 2.7923 -1.8801 0.4008 0.00 0.04 -0.11
H -3.8381 -1.7550 4.7002 0.01 -0.03 0.00
H -2.8938 -0.3468 6.5212 0.00 0.01 0.01
H -1.0323 1.2329 5.9623 0.05 0.01 -0.03
H -0.1774 1.2655 3.6167 0.02 0.03 0.00
O 1.4071 -2.4240 -3.4297 0.34 0.43 0.03
As -0.3183 -2.3144 -2.8613 -0.55 -0.44 0.37
O -0.5158 -0.3806 -2.7734 0.33 0.18 -0.21
O -2.9893 -2.1513 -1.2825 0.10 0.15 0.18
C 0.0396 0.2607 -3.8112 -0.03 0.04 -0.05
C -0.5913 0.2992 -5.0598 -0.01 0.04 0.02
C -0.0341 1.0013 -6.1120 -0.03 0.04 -0.06
C 1.1699 1.6815 -5.9601 0.05 -0.02 -0.02
C 1.8194 1.6337 -4.7379 0.06 -0.04 -0.03
C 1.2714 0.9214 -3.6829 -0.16 -0.08 0.43
S 2.0502 1.0607 -2.0809 0.52 0.39 -0.38
O 1.1662 1.9869 -1.3587 -0.01 0.03 0.34
O 3.3743 1.6110 -2.3278 -0.02 0.11 -0.03
O 2.1187 -0.2553 -1.4362 -0.22 -0.13 0.04
H 1.9324 -1.9414 -2.7717 0.03 -0.14 -0.03
H -1.5260 -0.2344 -5.1755 0.02 -0.06 0.03
H -0.5428 1.0193 -7.0696 -0.02 0.01 0.00
H 1.5959 2.2375 -6.7860 0.02 -0.02 -0.01
H 2.7632 2.1341 -4.5643 -0.02 0.03 -0.07
C 0.8713 5.3379 -0.3214 -0.14 0.13 -0.10
N 1.8694 4.5281 0.3314 0.06 -0.70 -0.10
C 3.1725 4.3871 -0.1005 0.21 0.13 -0.02
C 3.7127 3.3499 0.5448 0.18 -0.06 0.00
N 2.7258 2.8065 1.3652 -0.34 0.07 -0.65
C 1.5613 3.5247 1.1997 0.10 0.39 0.47
S 0.1368 3.4172 2.0609 -0.25 -0.22 0.09
C 2.9174 1.6254 2.1050 -0.17 -0.43 0.55
C 4.1322 1.4636 2.7686 0.13 0.12 0.02
C 4.3353 0.3273 3.5263 -0.18 -0.12 -0.09
C 3.3160 -0.6113 3.6074 0.20 0.05 0.10
C 2.1435 -0.3588 2.9220 -0.18 0.05 -0.06
N 1.9388 0.7236 2.1736 0.46 0.56 -0.08
H 1.2465 6.3518 -0.4607 0.03 -0.03 -0.01
H -0.0117 5.3548 0.3118 0.02 0.03 0.01
H 0.6118 4.8889 -1.2817 0.02 0.01 0.00
H 3.6074 5.0263 -0.8464 -0.06 -0.01 -0.05
H 4.6851 2.9049 0.4565 -0.03 -0.06 -0.08
H 4.8904 2.2325 2.7127 -0.03 0.02 -0.01
H 5.2650 0.1814 4.0600 0.04 0.02 -0.02
H 3.4284 -1.5146 4.1907 -0.04 -0.01 0.00
H 1.3132 -1.0523 2.9476 0.04 -0.08 -0.01
```
Positions in Å, forces in eV/Å.

Values from the calculation:
LUMO level   2.27 eV
Multiplicity   1
Charge   -1
F_max   0.795 eV Å⁻¹
Energy above the lowest of the compared OMol25 structures with the same formula, charge and spin   172.4 kJ/mol
Electronic energy   -144660.974 eV

=====

A structure of composition C27H39GaN6S2Si2, computed with the ωB97M-V functional and the def2-TZVPD basis.

XYZ file:
```
77
Properties=species:S:1:pos:R:3:forces:R:3
Ga 0.6256 -0.2585 0.8990 -1.02 -0.49 0.03
C -1.3180 4.4651 4.4407 0.06 -0.29 -1.03
C -2.1105 3.5885 3.4754 -0.50 -0.92 -0.20
N -1.8180 2.1494 3.6273 0.70 -0.10 -0.65
C -0.8105 1.5710 2.9292 0.49 -0.69 0.24
S -0.5015 -0.1688 3.0929 -0.52 1.14 -0.05
N -0.0019 2.3793 2.1919 -1.04 -0.37 1.24
N 0.9280 1.7018 1.5547 2.94 1.68 -2.24
C 1.9911 2.3809 1.0313 -3.63 -1.02 2.39
C 2.1630 3.8375 1.2597 -0.40 0.12 -0.89
C 2.9070 1.5909 0.3001 2.23 -2.50 -1.31
C 4.1049 2.1207 -0.2828 -1.48 -0.55 0.55
C 4.8960 1.3205 -1.0791 -1.60 -2.03 0.48
C 4.5471 -0.0502 -1.2260 -0.07 -0.20 0.01
C 3.4099 -0.5671 -0.5733 0.39 1.39 0.29
N 2.6367 0.2326 0.1925 -0.08 1.31 -0.73
H -1.5858 5.4946 4.2707 -0.25 0.49 0.12
H -1.5661 4.1764 5.4521 0.21 0.04 0.32
H -0.2453 4.3991 4.2278 -0.19 -0.26 0.27
H -3.1828 3.6517 3.6408 -0.14 0.30 0.33
H -2.0105 3.8099 2.4079 0.45 0.28 0.31
H -2.4396 1.5517 4.1744 0.56 0.31 -0.46
H 1.1998 4.2782 1.5614 0.44 -0.10 -0.38
H 2.8714 4.0377 2.0383 0.50 0.04 0.61
H 2.5810 4.2715 0.3346 -0.46 0.19 0.40
H 4.3250 3.1528 -0.0891 0.19 0.26 -0.19
H 5.7106 1.6952 -1.6257 1.06 0.52 -0.37
H 5.1540 -0.7464 -1.8410 -0.48 0.71 0.44
H 3.0928 -1.6096 -0.6559 0.10 0.30 0.09
C -4.1903 -0.7947 -4.0472 0.57 -0.07 0.76
Si -3.8069 0.7655 -3.0204 -0.14 -0.35 -0.99
C -4.4789 2.1397 -4.1146 -0.20 0.18 0.12
C -4.6223 0.7580 -1.3731 0.20 -0.14 0.64
C -1.9663 1.0500 -2.8666 1.32 -0.08 0.50
C -1.3500 1.5895 -4.0030 0.99 -0.77 0.72
C 0.0569 1.7643 -4.0550 -0.86 0.09 0.19
C 0.7787 1.4458 -2.9226 -0.11 0.14 -0.16
N 0.2290 0.9312 -1.8142 1.33 0.52 -0.54
C -1.0668 0.7274 -1.7516 -1.11 0.06 -0.87
S -1.5205 0.0159 -0.2288 -0.02 -0.12 0.59
H -5.2592 -0.7760 -4.3049 0.28 -0.30 0.12
H -3.8882 -1.7150 -3.4981 -0.51 0.46 -0.35
H -3.6015 -0.7812 -4.9698 -0.12 0.09 0.01
H -5.5644 2.1529 -3.9944 -0.08 0.14 0.13
H -4.3329 1.9854 -5.1838 0.27 -0.11 -0.01
H -4.0846 3.1242 -3.8536 -0.10 0.01 0.01
H -5.6951 0.9189 -1.4485 -0.12 -0.01 0.04
H -4.1719 1.5329 -0.7365 -0.23 -0.11 -0.12
H -4.4225 -0.1995 -0.8711 -0.17 0.23 -0.08
H -1.9210 1.7834 -4.9030 -0.13 0.17 0.10
H 0.5070 2.1599 -4.9572 0.17 -0.03 0.17
H 1.8500 1.6167 -2.8511 0.00 -0.08 -0.20
C 2.8883 -1.4885 3.1446 0.73 -0.07 -1.01
Si 1.9227 -2.8855 2.3173 -0.37 0.61 -0.53
C 3.1539 -4.1228 1.6317 -0.58 -0.33 -0.29
C 0.7972 -3.6961 3.5641 -0.69 0.49 0.12
N 0.9324 -2.1677 1.0317 0.93 0.58 -0.70
C 0.3912 -2.9776 0.0166 -0.36 -0.53 -0.37
C -0.0477 -4.2588 0.4021 -0.18 -0.16 0.38
C -0.6568 -5.1409 -0.4844 0.21 0.35 -0.75
C -0.9040 -4.7285 -1.8101 0.64 0.72 0.66
C -0.4990 -3.4343 -2.2264 0.12 -0.86 1.16
C 0.2082 -2.5989 -1.3539 -0.34 -1.10 1.25
H 3.0766 -1.7278 4.1840 0.19 -0.09 0.24
H 2.3638 -0.5353 3.1300 -0.05 0.09 0.01
H 3.8680 -1.3630 2.6019 -0.81 -0.04 0.61
H 3.6709 -4.6454 2.4381 0.16 0.12 0.01
H 3.8681 -3.6255 0.9740 0.14 -0.08 0.05
H 2.6251 -4.8967 1.0457 0.23 0.33 0.16
H 0.9394 -3.2295 4.5331 -0.11 0.24 0.25
H 0.9933 -4.7402 3.7287 0.00 -0.64 -0.15
H -0.2629 -3.5478 3.2561 0.68 -0.15 0.37
H 0.0572 -4.5176 1.4742 -0.12 -0.07 -1.01
H -0.9156 -6.1552 -0.1620 -0.02 0.44 -0.11
H -1.3386 -5.4267 -2.5027 -0.28 0.01 -0.21
H -0.7598 -3.0790 -3.2083 0.18 -0.02 -0.31
H 0.5965 -1.6621 -1.6867 0.03 0.64 -0.23
```
Positions in Å, forces in eV/Å.

Values from the calculation:
LUMO level   -1.12 eV
Multiplicity   1
Charge   0
F_max   4.466 eV Å⁻¹
Energy above the lowest of the compared OMol25 structures with the same formula, charge and spin   0.0 kJ/mol
Electronic energy   -127378.574 eV